Formula: C2H7O4P
Source: the OMol25 dataset
Level of theory: wB97M-V/def2-TZVPD

Output
- energy above the lowest of the compared OMol25 structures with the same formula, charge and spin (kcal per mole) = 110.1
- E_tot (a.u.) = -722.64221
- orbital gap (alpha / beta) (eV) = 7.98 / 7.98
- E_HOMO (alpha / beta) (Eh) = -0.314 / -0.314

Structure (ORCA input):
```
! wB97M-V def2-TZVPD RIJCOSX def2/J DEFGRID3
* xyz 0 1
C -1.8593 0.6809 -0.1062
C 0.6839 -2.0602 0.6378
O -2.5424 -0.2436 -0.9127
O 2.1746 2.0133 -0.7653
O 0.5543 0.5318 1.2629
O -0.0930 -1.2800 -0.2959
P -0.1836 0.2890 0.0456
H -2.0114 1.6586 -0.3295
H 1.6082 -1.6023 0.7076
H 0.6891 -3.1724 0.4994
H 0.2009 -1.8120 1.6189
H -3.1946 0.2141 -1.4060
H 2.0556 2.9075 -1.1144
H 1.9178 1.8751 0.1580
*
```


Formula: C4H2O5Yb
Source: the OMol25 dataset
Level of theory: wB97M-V/def2-TZVPD

Output
- energy above the lowest of the compared OMol25 structures with the same formula, charge and spin (kcal per mole) = 78.7
- E_tot (a.u.) = -1688.09636
- orbital gap (alpha / beta) (eV) = 4.92 / 8.38
- E_HOMO (alpha / beta) (Eh) = -0.348 / -0.476

Structure (ORCA input):
```
! wB97M-V def2-TZVPD RIJCOSX def2/J DEFGRID3
* xyz 1 2
C 1.3767 0.3772 5.5327
O 1.7231 0.2272 6.6187
O 0.9990 0.4902 4.4354
O 0.7179 -0.2715 1.0751
C 1.7437 -0.3424 0.4354
O 2.5847 0.6786 0.3973
Yb -0.8016 0.9935 2.5766
H 1.9735 -1.1666 -0.2582
O 3.5567 0.4064 -1.9086
C 3.6185 0.8839 -0.8257
C 4.4812 0.6954 0.2546
H 5.0219 1.5535 0.6693
*
```


Formula: C9H12ClN2OS
Source: the OMol25 dataset
Level of theory: wB97M-V/def2-TZVPD

Output
- energy above the lowest of the compared OMol25 structures with the same formula, charge and spin (kcal per mole) = 0.0
- E_tot (a.u.) = -1392.83453
- orbital gap (alpha / beta) (eV) = 4.95 / 4.97
- E_HOMO (alpha / beta) (Eh) = -0.442 / -0.442

Structure (ORCA input):
```
! wB97M-V def2-TZVPD RIJCOSX def2/J DEFGRID3
* xyz 1 1
C -3.3020 -1.4772 -0.3446
C -4.7107 -1.4278 -0.3207
C -2.7033 -0.4222 0.2577
C -5.0893 -0.1567 0.0823
C 1.8265 1.8373 -0.0479
C 0.2477 1.8044 0.1230
C -0.0048 0.3792 0.3232
C 1.0788 -0.3541 -0.0901
C 1.3152 -1.7747 -0.2778
N 2.1142 0.4899 -0.1562
N 4.7995 0.6941 0.4832
O 2.4954 2.7838 -0.0768
S -3.7691 0.9645 0.4324
Cl -6.6500 0.4631 0.3723
H -2.7724 -2.4301 -0.4339
H -5.3742 -2.1073 -0.7825
H 0.0339 2.5423 0.9727
H -0.3427 2.1127 -0.7160
H -1.5667 -0.2505 0.3815
H 0.2750 -2.3867 -0.2670
H 1.9275 -2.2503 0.4523
H 1.8295 -1.8934 -1.1828
H 4.4697 1.6640 0.3383
H 3.1214 0.1344 -0.1571
H 5.5857 0.6831 1.0817
H 5.1649 0.3780 -0.4472
*
```


Formula: C3H3GdO2
Source: the OMol25 dataset
Level of theory: wB97M-V/def2-TZVPD

Output
- energy above the lowest of the compared OMol25 structures with the same formula, charge and spin (kcal per mole) = 27.2
- E_tot (a.u.) = -1030.82552
- orbital gap (alpha / beta) (eV) = 9.86 / 3.89
- E_HOMO (alpha / beta) (Eh) = -0.907 / -0.820

Structure (ORCA input):
```
! wB97M-V def2-TZVPD RIJCOSX def2/J DEFGRID3
* xyz 3 9
O 0.4782 1.4412 0.1771
C 0.7280 0.2576 -0.0904
C -0.6001 -0.3052 -0.4474
C -1.6830 -0.0586 0.3453
H -0.6633 -0.8360 -1.4021
H -2.5875 -0.6575 0.2302
H -1.6945 0.7330 1.0955
O 1.8094 -0.3518 -0.1229
Gd 4.2128 -0.2228 0.2146
*
```


Formula: C21H19N4O4Ru
Source: the OMol25 dataset
Level of theory: wB97M-V/def2-TZVPD

Output
- energy above the lowest of the compared OMol25 structures with the same formula, charge and spin (kcal per mole) = 13.2
- E_tot (a.u.) = -1426.55690
- orbital gap (alpha / beta) (eV) = 7.56 / 7.47
- E_HOMO (alpha / beta) (Eh) = -0.278 / -0.274

Structure (ORCA input):
```
! wB97M-V def2-TZVPD RIJCOSX def2/J DEFGRID3
* xyz 0 2
Ru -0.3300 -0.8570 0.3214
O -0.1935 -1.4346 -1.5940
C -1.2472 -1.5422 -2.3463
C -1.0699 -1.3990 -3.7441
C -2.1237 -1.5178 -4.6093
C -3.4214 -1.8054 -4.1507
C -3.6202 -1.9653 -2.8079
C -2.5632 -1.8340 -1.8789
C -2.8776 -2.0746 -0.5057
N -2.0807 -1.9259 0.4962
C -2.5579 -2.2157 1.8553
C -1.4871 -1.7343 2.8335
N -0.9600 -0.4999 2.2876
C -0.6461 0.5155 2.9893
C -0.2025 1.7539 2.4038
C 0.1998 2.7989 3.2508
C 0.4985 4.0455 2.7587
C 0.3648 4.2674 1.3815
C -0.0423 3.2703 0.5276
C -0.3278 1.9756 1.0092
O -0.7183 1.0830 0.1401
H -0.0720 -1.1651 -4.0885
H -1.9535 -1.3823 -5.6707
H -4.2421 -1.8992 -4.8479
H -4.6095 -2.1976 -2.4289
H -3.8876 -2.4409 -0.3063
H -2.7249 -3.2875 1.9778
H -3.5039 -1.6962 2.0281
H -0.6630 -2.4501 2.8771
H -1.8993 -1.6005 3.8366
H -0.7775 0.4846 4.0737
H 0.2675 2.5987 4.3149
H 0.8190 4.8409 3.4167
H 0.5903 5.2464 0.9758
H -0.1335 3.4352 -0.5374
C 4.3301 1.3015 -1.8726
N 3.6269 0.5372 -0.8539
C 4.2957 -0.1795 0.0853
C 3.6655 -0.9293 1.0115
C 2.2343 -0.9487 0.9487
O 1.4769 -1.6572 1.6694
N 1.5939 -0.1773 0.0486
C 2.2168 0.5637 -0.9121
O 1.6654 1.2265 -1.7652
H 5.3902 1.3131 -1.6296
H 3.9452 2.3179 -1.9023
H 4.1837 0.8550 -2.8556
H 5.3746 -0.1098 0.0374
H 4.1974 -1.5042 1.7514
*
```


Formula: C27H17F12N2O2PdS
Source: the OMol25 dataset
Level of theory: wB97M-V/def2-TZVPD

Output
- energy above the lowest of the compared OMol25 structures with the same formula, charge and spin (kcal per mole) = 8.0
- E_tot (a.u.) = -3023.69104
- orbital gap (eV) = 6.37
- E_HOMO (Eh) = -0.147

Structure (ORCA input):
```
! wB97M-V def2-TZVPD RIJCOSX def2/J DEFGRID3
* xyz -1 1
Pd 1.1339 -0.5295 -1.5917
C 1.8473 5.2537 2.5142
C 1.4003 4.1129 1.6443
C 0.0928 3.9838 1.1943
C -0.2920 2.9078 0.4213
C 0.5873 1.8705 0.0554
N 0.0807 0.7727 -0.6313
C -1.2492 0.3888 -0.3845
C -1.7144 0.4423 0.9413
C -2.9955 0.0851 1.2964
C -3.8908 -0.3694 0.3338
C -5.3041 -0.7525 0.6774
C -3.4187 -0.4889 -0.9626
C -2.1190 -0.1534 -1.3464
C -1.5786 -0.4658 -2.7463
O -0.4151 -1.1601 -2.6912
C -1.4769 0.8616 -3.5736
F -1.3384 0.6318 -4.8937
F -2.5958 1.6090 -3.4312
F -0.4473 1.6240 -3.2124
C -2.5312 -1.4194 -3.5408
F -3.7124 -0.8604 -3.8964
F -2.8181 -2.5155 -2.8187
F -1.9702 -1.8559 -4.6707
C 1.9466 2.0667 0.4092
C 2.2959 3.1454 1.2125
C 3.0184 1.1033 -0.1118
O 2.6690 0.6334 -1.3282
C 4.3784 1.8306 -0.3872
F 4.1704 2.9093 -1.1521
F 5.2093 1.0156 -1.0557
F 5.0762 2.2524 0.6899
C 3.2468 -0.0328 0.9271
F 3.8393 -1.1043 0.3719
F 2.0836 -0.4569 1.4459
F 4.0172 0.3457 1.9679
H 0.9969 5.8556 2.8386
H 2.3594 4.8985 3.4115
H 2.5399 5.9189 1.9925
H -0.6444 4.7416 1.4391
H -1.3155 2.8611 0.0772
H -1.0230 0.7737 1.7042
H -3.2975 0.1496 2.3364
H -5.5200 -0.5432 1.7260
H -6.0266 -0.1993 0.0738
H -5.4909 -1.8151 0.5066
H -4.1088 -0.8609 -1.7053
H 3.3297 3.2444 1.5168
S 3.1337 -4.4255 0.0703
C 2.5478 -3.3978 -1.1914
N 1.3667 -2.9017 -1.0402
C 0.8181 -3.3442 0.1577
C -0.4665 -3.0172 0.5974
C -0.8854 -3.5207 1.8087
C -0.0481 -4.3462 2.5761
C 1.2140 -4.6898 2.1396
C 1.6401 -4.1814 0.9116
H 3.1696 -3.1860 -2.0496
H -1.0962 -2.3792 -0.0102
H -1.8725 -3.2689 2.1730
H -0.4001 -4.7217 3.5284
H 1.8544 -5.3264 2.7351
*
```